Record 1
18
Properties=species:S:1:pos:R:3 method="wB97M-V/def2-TZVPD" largest_force_ha_per_bohr=0.087 lumo_energy_ev="3.18 / 3.07" s2=0.7514 e_homo_ha="0.042 / -0.186" e_above_lowest_ev=1.4469 charge=-1 gap_ev="2.0 / 8.1" energy_ha=-629.0844 spin_multiplicity=2
C 2.14 0.53 -0.97
C 2.26 0.19 0.47
S 1.49 1.64 1.32
H 2.27 1.59 -1.16
H 1.15 0.36 -1.69
H 2.91 0.00 -1.56
H 1.69 -0.79 0.72
H 3.23 0.07 0.96
H 2.41 2.58 1.08
N -2.59 -0.09 -0.25
C -2.87 -1.55 -0.35
N -1.91 -2.31 -1.15
H -1.51 0.08 0.02
H -2.73 0.46 -1.13
H -3.09 -1.97 0.65
H -3.81 -1.59 -0.85
H -2.10 -3.28 -1.13
H -1.96 -1.95 -2.12


Record 2
18
Properties=species:S:1:pos:R:3 method="wB97M-V/def2-TZVPD" largest_force_ha_per_bohr=0.043 lumo_energy_ev=-3.50 e_homo_ha=-0.461 e_above_lowest_ev=1.6799 charge=+1 gap_ev=9.0 energy_ha=-285.5037
C 0.01 1.44 -0.92
N -1.10 0.66 -1.63
C -1.74 -0.41 -0.84
H 0.40 2.25 -1.57
H -0.38 1.76 0.04
H 0.83 0.74 -0.67
H -0.71 0.23 -2.49
H -1.76 1.29 -2.00
H -0.93 -1.14 -0.70
H -2.53 -0.84 -1.49
H -2.17 0.04 0.05
N 2.45 -0.60 1.51
C 1.16 -0.81 1.91
N 0.38 -1.75 1.48
H 2.89 0.29 1.72
H 2.76 -1.18 0.77
H 0.83 -0.10 2.68
H -0.38 -1.87 2.16


Record 3
19
Properties=species:S:1:pos:R:3 method="wB97M-V/def2-TZVPD" largest_force_ha_per_bohr=0.017 lumo_energy_ev=4.08 e_homo_ha=-0.110 e_above_lowest_ev=0.1309 charge=-1 gap_ev=7.1 energy_ha=-361.0008
N -0.42 -3.63 -0.85
C 0.23 -2.43 -0.27
O -0.57 -1.39 0.06
H -1.20 -3.87 -0.24
H -0.86 -3.37 -1.73
H 0.79 -2.81 0.61
H 1.00 -2.15 -1.02
N 0.71 0.53 1.67
C 0.79 1.41 0.49
C -0.59 1.90 0.14
N -0.47 3.12 -0.72
H 1.62 0.16 1.93
H 0.12 -0.27 1.32
H 1.22 0.87 -0.36
H 1.39 2.31 0.67
H -1.18 1.11 -0.32
H -1.11 2.17 1.06
H -0.07 2.85 -1.60
H -1.40 3.50 -0.84


Record 4
19
Properties=species:S:1:pos:R:3 method="wB97M-V/def2-TZVPD" largest_force_ha_per_bohr=0.066 lumo_energy_ev=-4.07 e_homo_ha=-0.519 e_above_lowest_ev=4.8864 charge=+1 gap_ev=10.1 energy_ha=-360.6552
C -0.08 -2.93 0.70
C -1.54 2.06 0.52
C -0.31 -1.44 0.17
N 1.47 1.67 -1.11
N -1.08 -0.10 0.64
N -0.61 1.00 0.39
O 0.91 -1.03 -0.32
H -0.94 -3.42 1.08
H 0.28 -3.46 -0.20
H 0.75 -2.96 1.52
H -1.53 2.33 -0.49
H -2.53 1.78 1.03
H -0.95 2.84 1.10
H -0.85 -1.51 -0.78
H 1.12 1.33 -2.00
H 1.53 2.77 -1.28
H 2.48 1.39 -0.94
H 0.35 1.22 -0.21
H 1.55 -1.54 0.20


Record 5
19
Properties=species:S:1:pos:R:3 method="wB97M-V/def2-TZVPD" largest_force_ha_per_bohr=0.044 lumo_energy_ev=-3.78 e_homo_ha=-0.475 e_above_lowest_ev=2.1224 charge=+1 gap_ev=9.1 energy_ha=-360.7567
C 1.25 0.00 -1.16
O 1.14 -1.25 -0.53
C -0.01 0.36 -1.93
N -0.07 1.82 -2.17
H 1.39 0.70 -0.35
H 2.11 0.07 -1.85
H 1.15 -1.89 -1.21
H -0.13 -0.33 -2.79
H -0.83 0.11 -1.29
H -0.91 1.99 -2.76
H 0.74 2.04 -2.77
N -1.75 0.12 1.46
C -0.78 -0.68 1.87
N 0.13 -0.45 2.81
H -1.58 1.11 1.51
H -2.39 -0.16 0.69
H -0.65 -1.65 1.36
H 0.90 -1.07 3.12
H 0.17 0.50 3.12


Record 6
19
Properties=species:S:1:pos:R:3 method="wB97M-V/def2-TZVPD" largest_force_ha_per_bohr=0.117 lumo_energy_ev=-2.93 e_homo_ha=-0.519 e_above_lowest_ev=2.7494 charge=+1 gap_ev=11.2 energy_ha=-360.7337
C -0.94 1.73 1.68
C -0.91 -0.60 0.74
N -0.32 -1.46 -0.20
N -0.68 0.75 0.49
N -1.52 -1.19 1.77
H 0.06 -0.85 -0.91
H -0.30 -2.43 -0.11
H 0.17 1.09 -0.17
H -1.81 -0.59 2.54
H -1.63 -2.19 2.12
H -1.87 1.46 2.07
H -1.06 2.64 1.08
H 0.04 1.76 2.21
C 2.49 -0.05 -2.04
O 1.31 0.68 -2.07
H 1.29 1.03 -2.94
H 3.34 0.57 -1.84
H 2.58 -0.64 -1.12
H 2.52 -0.49 -3.07


Record 7
19
Properties=species:S:1:pos:R:3 method="wB97M-V/def2-TZVPD" largest_force_ha_per_bohr=0.083 lumo_energy_ev=-3.15 smiles=C[NH2+]N(C)[C@@H](N)O e_homo_ha=-0.502 e_above_lowest_ev=4.2519 charge=+1 gap_ev=10.5 energy_ha=-360.6785
C -1.72 0.72 -1.05
N -0.93 0.75 0.23
N -0.08 -0.40 0.20
C -0.52 -1.54 1.08
C 1.42 -0.11 0.11
N 2.03 0.03 -1.12
O 1.58 1.11 0.73
H -2.13 -0.28 -1.11
H -2.46 1.40 -1.15
H -1.04 0.95 -1.98
H -0.42 1.65 0.47
H -1.66 0.61 0.99
H 0.30 -2.16 1.34
H -1.14 -1.08 1.99
H -1.21 -2.04 0.42
H 1.78 -0.92 0.68
H 2.05 -0.73 -1.80
H 1.89 0.96 -1.40
H 2.25 1.07 1.39